1 | Here is 2 unconnected molecules or ions with the total composition C2H2O from OMol25. Energies are from the ωB97M-V functional and the def2-TZVPD basis.

Positions of all 5 atoms, in Å:
C1 -0.330 0.302 0.445
H1 -0.321 0.574 -0.624
H2 -0.050 -0.764 0.491
C2 2.248 0.992 0.628
O1 3.340 1.280 0.682

HOMO-LUMO gap (alpha / beta) ... 8.81 / 8.86 eV
LUMO (alpha / beta) ... -0.49 / -0.45 eV

2 | Here is 2 unconnected molecules or ions with the total composition C2H2O from OMol25. Energies are from the ωB97M-V functional and the def2-TZVPD basis.

Positions of all 5 atoms, in Å:
H1 0.011 -1.682 -0.292
C1 0.398 0.572 -0.204
C2 -0.064 -0.660 -0.102
H2 0.769 1.687 0.740
O1 -1.115 0.083 -0.142

HOMO-LUMO gap ... 8.28 eV
LUMO ... -0.08 eV

Stability check: which of them is least stable? 2.